Arrangement 1

{
  "formula": "C4H5LaO2",
  "method": "wB97M-V/def2-TZVPD",
  "multiplicity": 2,
  "charge": 1,
  "gap_ev": [5.57, 6.60],
  "lumo_ev": [-5.576, -5.510],
  "elements": ["H", "O", "La", "O", "C", "C", "C", "C", "H", "H", "H", "H"],
  "positions_angstrom": [[4.600, 0.786, 0.895], [3.692, 0.482, 0.853], [1.879, 1.816, 0.385], [1.927, -2.500, -6.314], [2.230, -2.105, -5.217], [2.130, -2.976, -3.976], [3.069, -2.610, -2.918], [3.883, -2.319, -2.067], [2.573, -1.060, -5.053], [2.238, -4.031, -4.262], [1.101, -2.849, -3.593], [4.651, -2.047, -1.359]]
}

***

Arrangement 2

{
  "formula": "C4H5LaO2",
  "method": "wB97M-V/def2-TZVPD",
  "multiplicity": 2,
  "charge": 1,
  "gap_ev": [6.36, 7.76],
  "lumo_ev": [-5.155, -5.166],
  "elements": ["H", "O", "C", "C", "C", "C", "O", "La", "H", "H", "H", "H"],
  "positions_angstrom": [[-0.793, 4.161, 0.030], [-1.532, 0.317, 0.637], [-0.290, -1.460, -0.328], [1.051, -1.492, 0.031], [-1.412, -0.775, -0.268], [1.889, -0.384, -0.075], [1.494, 0.820, -0.324], [-0.206, 2.191, 0.062], [-2.453, 0.504, 0.857], [2.964, -0.527, 0.117], [-2.291, -0.908, -0.900], [1.581, -2.447, 0.162]]
}

***

Energies relative to the minimum, kJ/mol: arrangement 1 45.9; arrangement 2 0.0